(1)
Molecular formula: C39H29N4O5P
Method: DFT, ωB97M-V with the def2-TZVPD basis set

total charge	0
electronic energy	-66387.1465	eV
F_max	5.48	eV/A
gap between HOMO and LUMO	7.37	eV
highest occupied orbital energy	-8.70	eV

Positions of all 78 atoms, in Å:
O  -2.90126  2.35169  4.37927
P  -1.75499  1.64663  5.23564
C  -0.42780  0.93507  3.98948
N  0.02705  -0.37883  4.31866
N  0.94697  -0.83854  3.51019
C  1.26845  0.04797  2.43174
C  2.43544  -0.54768  1.38308
C  3.30699  0.63596  0.65639
C  4.42060  1.36713  1.61203
C  4.51180  0.78857  3.14333
C  5.14343  -0.67282  3.58875
C  5.19559  -1.09528  5.18215
C  4.61562  -0.04375  6.34266
C  3.97648  1.42341  5.95151
C  3.94375  1.80924  4.34030
N  0.77758  1.34730  2.08082
N  -0.10020  1.82797  2.92329
H  -1.10445  2.70439  5.98884
H  -2.24912  0.62405  6.13974
H  3.07288  -1.40801  1.86633
H  1.80030  -1.06937  0.51744
H  3.87632  0.13297  -0.26407
H  2.60260  1.45627  0.16249
H  4.13713  2.52568  1.65498
H  5.45237  1.33257  1.02242
H  5.54126  -1.39437  2.72521
H  5.65490  -2.15335  5.43182
H  4.67057  -0.32687  7.49437
H  3.53756  2.20075  6.73661
H  3.50285  2.88298  4.06127
O  2.07201  -1.42125  -7.56571
C  2.64319  -1.10738  -6.52866
C  1.86960  -0.64040  -5.36008
C  0.47203  -0.57695  -5.43402
C  -0.26814  -0.17501  -4.32124
C  0.38209  0.16242  -3.13450
C  1.77538  0.11679  -3.06431
C  2.52095  -0.27944  -4.18128
C  3.99509  -0.30753  -4.10335
O  4.56940  0.06201  -3.08560
C  4.76723  -0.79290  -5.26420
C  6.16484  -0.85781  -5.18802
C  6.90113  -1.34706  -6.26801
C  6.24644  -1.77224  -7.42363
C  4.85454  -1.69485  -7.50699
C  4.11331  -1.19890  -6.42650
H  -0.04266  -0.84417  -6.35528
H  -1.35351  -0.13062  -4.37884
H  -0.19550  0.46348  -2.26333
H  2.27643  0.38661  -2.13612
H  6.68252  -0.53227  -4.28723
H  7.98587  -1.40045  -6.20551
H  6.81964  -2.16255  -8.26182
H  4.35135  -2.02592  -8.41408
O  -5.83764  -2.43782  1.82882
C  -6.12827  -1.32260  1.41403
C  -7.42369  -1.08744  0.74421
C  -8.33288  -2.14383  0.60236
C  -9.57495  -1.92032  0.00655
C  -9.91298  -0.64549  -0.44682
C  -9.00159  0.40435  -0.32235
C  -7.75201  0.18152  0.26872
C  -6.78747  1.29382  0.37996
O  -7.05443  2.39511  -0.08703
C  -5.50112  1.06391  1.06683
C  -4.59369  2.12196  1.20982
C  -3.38983  1.92277  1.88724
C  -3.08929  0.67071  2.42286
C  -3.98591  -0.38886  2.26887
C  -5.19260  -0.19319  1.58443
H  -8.07810  -3.14034  0.95890
H  -10.28160  -2.74061  -0.09876
H  -10.88600  -0.46849  -0.89969
H  -9.27036  1.39576  -0.68327
H  -4.82368  3.10348  0.79860
H  -2.68835  2.74646  2.00074
H  -2.15524  0.51791  2.95921
H  -3.74220  -1.36410  2.68733

Need the Löwdin charges? In units of e they are: -0.506 0.832 -0.384 0.021 0.072 -0.179 -0.132 -0.222 -0.192 -0.152 -0.041 -0.061 -0.078 -0.079 -0.041 0.083 0.045 0.012 0.023 0.107 0.122 0.110 0.111 0.116 0.122 0.101 0.083 0.081 0.087 0.091 0.099 -0.278 -0.084 0.009 -0.053 -0.052 0.007 -0.084 -0.276 0.086 -0.086 0.006 -0.058 -0.057 0.008 -0.085 0.123 0.110 0.109 0.095 0.121 0.108 0.108 0.122 0.091 -0.282 -0.086 0.004 -0.062 -0.062 0.004 -0.086 -0.280 0.093 -0.088 0.018 -0.073 -0.096 0.018 -0.090 0.120 0.106 0.106 0.121 0.122 0.100 0.033 0.120

=====

(2)
Molecular formula: C39H30AsF3IrN3O3S
Method: DFT, ωB97M-V with the def2-TZVPD basis set

spin multiplicity	2
total charge	+1
electronic energy	-134199.5753	eV
F_max	3.85	eV/A
gap between HOMO and LUMO (spin up / spin down)	6.52 / 5.14	eV
highest occupied orbital energy (spin up / spin down)	-10.70 / -10.61	eV
<S²>	0.8049

Positions of all 81 atoms, in Å:
Ir  -0.30994  -0.64133  0.50029
C  -0.56904  -3.26343  3.91829
O  -1.87474  -3.00403  4.37899
C  -2.61044  -1.96243  3.99349
C  -3.88644  -1.89293  4.54729
C  -4.75574  -0.87053  4.21829
C  -4.37554  0.10267  3.30849
C  -3.12574  0.07167  2.69079
C  -2.85954  1.05397  1.69159
N  -1.88254  1.05177  0.84449
N  -1.81794  1.97437  -0.08531
C  -1.09284  1.75097  -1.16971
O  -0.53864  0.63917  -1.40391
C  -1.01984  2.84747  -2.14151
C  -0.36574  2.65667  -3.35861
C  -0.36074  3.66467  -4.30281
C  -1.00184  4.86637  -4.03741
C  -1.63814  5.06827  -2.82031
C  -1.64344  4.06557  -1.87091
C  -2.17464  -0.95683  3.03579
O  -1.00874  -1.02063  2.53909
H  -0.29224  -4.22013  4.36199
H  0.13506  -2.48713  4.23129
H  -0.53224  -3.34963  2.82709
H  -4.17134  -2.66623  5.24449
H  -5.73394  -0.83303  4.66999
H  -5.07074  0.88477  3.04329
H  -3.60124  1.84717  1.59569
H  0.11746  1.71037  -3.55051
H  0.13946  3.51027  -5.24751
H  -1.00994  5.64667  -4.78371
H  -2.13274  6.00607  -2.61831
H  -2.13394  4.20187  -0.91971
F  -1.35744  -5.91643  -0.73511
C  -2.17524  -5.61513  0.28059
F  -1.44954  -5.70873  1.40869
F  -3.10124  -6.57473  0.34139
C  -2.77834  -4.24653  0.13209
C  -4.14584  -4.06283  0.03479
C  -4.63804  -2.77033  -0.08791
C  -3.73684  -1.71683  -0.10871
N  -2.43124  -1.88903  0.00349
C  -1.93254  -3.12683  0.10979
S  -0.21244  -3.20613  0.20679
H  -4.80104  -4.92073  0.04829
H  -5.69564  -2.58663  -0.16151
H  -4.07604  -0.69743  -0.22351
C  6.55446  -0.87733  0.99529
C  6.09516  -1.26113  -0.25381
C  4.77296  -1.04473  -0.60341
C  3.90646  -0.41843  0.28689
C  4.36386  -0.06773  1.55209
C  5.68436  -0.29233  1.90079
As  2.05716  -0.04993  -0.27091
C  1.85796  1.81377  0.29149
C  1.95586  2.92627  -0.53161
C  1.79616  4.19787  -0.00351
C  1.52996  4.37217  1.34379
C  1.38936  3.26457  2.16429
C  1.53916  1.99527  1.63739
C  2.23156  -0.09243  -2.20561
C  1.47916  -1.02683  -2.90611
C  1.56456  -1.10263  -4.28551
C  2.38596  -0.22583  -4.97471
C  3.15076  0.69937  -4.28131
C  3.09236  0.75237  -2.89821
H  7.58736  -1.03743  1.26329
H  6.76466  -1.72933  -0.96011
H  4.41806  -1.35353  -1.58071
H  3.69206  0.39377  2.26479
H  6.03316  -0.00843  2.88169
H  2.15736  2.80767  -1.58851
H  1.88566  5.05637  -0.65091
H  1.42806  5.36617  1.75239
H  1.16376  3.39067  3.21169
H  1.41286  1.12247  2.27569
H  0.81976  -1.69173  -2.35831
H  0.98906  -1.84133  -4.82241
H  2.44546  -0.27323  -6.05171
H  3.79696  1.37847  -4.81901
H  3.72866  1.44287  -2.35471

Need the Löwdin charges? In units of e they are: 1.027 -0.044 -0.001 -0.151 0.026 -0.025 -0.011 -0.133 -0.075 -0.065 0.059 -0.448 -0.145 -0.157 -0.016 -0.064 -0.068 -0.066 -0.022 -0.242 -0.148 0.110 0.108 0.032 0.133 0.122 0.123 0.142 0.106 0.107 0.107 0.107 0.108 0.144 -0.621 0.126 0.156 -0.111 0.027 -0.025 -0.115 -0.017 -0.667 0.715 0.131 0.111 0.119 -0.065 -0.065 -0.101 -0.333 -0.097 -0.068 1.319 -0.377 -0.094 -0.061 -0.065 -0.070 -0.161 -0.390 -0.120 -0.062 -0.067 -0.067 -0.116 0.111 0.111 0.102 0.093 0.110 0.091 0.113 0.109 0.108 0.082 0.073 0.112 0.110 0.112 0.112

=====

(3)
Molecular formula: C39H30N3O4P2Se2W
Method: DFT, ωB97M-V with the def2-TZVPD basis set

spin multiplicity	3
total charge	+1
electronic energy	-204682.5901	eV
F_max	0.70	eV/A
gap between HOMO and LUMO (spin up / spin down)	7.48 / 6.30	eV
highest occupied orbital energy (spin up / spin down)	-10.08 / -10.09	eV
<S²>	2.0153

Positions of all 81 atoms, in Å:
W  -0.64446  3.38066  0.28509
C  0.18547  5.43637  -0.57107
C  -0.56977  4.80296  -1.58406
C  -1.92802  4.70936  -1.15366
C  -2.00106  5.25830  0.14387
C  -0.68753  5.68830  0.51133
H  1.24809  5.61991  -0.58944
H  -0.18872  4.40642  -2.51122
H  -2.72236  4.23580  -1.70801
H  -2.87513  5.29630  0.77485
H  -0.40516  6.08956  1.47225
Se  -2.24393  -2.68076  -1.99464
P  -0.53291  -1.75527  -2.80073
C  1.04451  -2.52043  -2.37123
C  2.23837  -1.99602  -2.87010
C  3.41822  -2.70026  -2.71300
C  3.41590  -3.91667  -2.03933
C  2.23911  -4.42119  -1.50953
C  1.04759  -3.72786  -1.68310
C  -0.58601  -1.70134  -4.61228
C  0.35268  -2.38675  -5.37957
C  0.22598  -2.42623  -6.76133
C  -0.83530  -1.78703  -7.38022
C  -1.78453  -1.12038  -6.61628
C  -1.67152  -1.08424  -5.23774
C  -0.41961  -0.01716  -2.23863
C  0.10063  0.67631  -1.15072
N  -0.46122  1.92189  -1.22075
N  -1.24908  1.98114  -2.29290
N  -1.23679  0.83962  -2.89833
P  1.14901  0.39837  0.28269
Se  1.60156  2.38670  1.11245
C  2.74516  -0.33258  -0.06887
C  3.13371  -1.50443  0.57187
C  4.44767  -1.93764  0.45782
C  5.35683  -1.21082  -0.29256
C  4.95966  -0.05357  -0.95422
C  3.65706  0.39305  -0.83925
C  0.30599  -0.60831  1.49951
C  0.73902  -0.58472  2.82654
C  0.15041  -1.43290  3.74683
C  -0.86274  -2.30074  3.35010
C  -1.30231  -2.30727  2.03568
C  -0.72356  -1.45270  1.10563
H  2.23499  -1.05825  -3.41514
H  4.33969  -2.30790  -3.12206
H  4.34009  -4.46940  -1.92763
H  2.23977  -5.36707  -0.98412
H  0.11031  -4.12910  -1.31711
H  1.17633  -2.90771  -4.91155
H  0.95621  -2.96535  -7.34996
H  -0.93249  -1.81925  -8.45742
H  -2.62472  -0.63611  -7.09567
H  -2.42453  -0.58667  -4.64544
H  2.42464  -2.06866  1.16281
H  4.75721  -2.84435  0.95990
H  6.38292  -1.54642  -0.36786
H  5.67246  0.50763  -1.54338
H  3.35163  1.31445  -1.32029
H  1.52734  0.09013  3.13764
H  0.48290  -1.41994  4.77633
H  -1.31441  -2.96552  4.07507
H  -2.09240  -2.97328  1.71323
H  -1.08974  -1.47679  0.08727
O  -1.10967  3.56707  2.35667
C  -1.73503  2.44736  2.35106
O  -1.80978  1.89886  1.19411
C  -2.29392  1.83458  3.53730
C  -2.94819  0.61338  3.41241
C  -3.49220  -0.02339  4.52428
C  -3.34503  0.61676  5.73210
O  -3.77115  0.20076  6.94253
C  -3.44589  1.24396  7.87286
O  -2.68163  2.22051  7.16520
C  -2.68716  1.83937  5.85803
C  -2.14696  2.48024  4.78375
H  -3.02785  0.15891  2.43438
H  -4.00691  -0.97027  4.44938
H  -2.84909  0.82857  8.68307
H  -4.36815  1.69408  8.24314
H  -1.63052  3.42501  4.87137

Need the Löwdin charges? In units of e they are: 1.436 -0.163 -0.174 -0.158 -0.155 -0.172 0.124 0.119 0.122 0.133 0.131 0.352 0.536 -0.370 -0.115 -0.080 -0.073 -0.063 -0.093 -0.344 -0.077 -0.071 -0.071 -0.066 -0.102 -0.368 -0.371 -0.235 -0.012 0.039 0.750 0.532 -0.370 -0.066 -0.064 -0.061 -0.064 -0.109 -0.372 -0.100 -0.061 -0.063 -0.058 -0.088 0.122 0.113 0.113 0.111 0.064 0.097 0.108 0.108 0.109 0.088 0.112 0.117 0.115 0.114 0.103 0.098 0.113 0.114 0.114 0.008 -0.140 -0.549 -0.120 -0.136 0.003 0.039 -0.198 0.060 -0.096 0.049 -0.194 0.098 0.123 0.130 0.143 0.144 0.139

=====

Question: total charge of number 2 (C39H30AsF3IrN3O3S)?
Answer: +1